{
  "formula": "C44H38EuN8O6",
  "method": "the ωB97M-V functional and the def2-TZVPD basis",
  "symbols": ["C", "C", "H", "C", "H", "C", "C", "N", "C", "C", "H", "H", "C", "C", "H", "C", "H", "C", "C", "H", "H", "C", "H", "C", "C", "C", "H", "O", "C", "H", "H", "C", "H", "N", "C", "H", "C", "C", "H", "N", "C", "C", "H", "C", "H", "C", "H", "O", "H", "C", "C", "H", "C", "H", "C", "N", "C", "H", "H", "O", "H", "C", "H", "C", "H", "C", "O", "C", "H", "C", "H", "N", "C", "H", "H", "H", "O", "O", "H", "H", "H", "C", "C", "C", "N", "H", "C", "C", "H", "H", "Eu", "C", "C", "N", "H", "N", "C"],
  "positions_angstrom": [[4.01607, -0.73489, 0.83090], [3.93566, -4.07164, 2.88926], [0.90758, 6.26975, -1.51207], [-1.62994, 2.15441, 2.06433], [1.86467, -3.91753, -3.47994], [6.62707, -1.36010, 0.07908], [-4.25615, -2.78999, -1.46504], [3.27021, -2.91755, -2.13660], [-5.36030, -2.51125, -2.29097], [-1.88961, -2.19971, -0.76994], [7.63323, -1.51792, -0.21968], [2.18210, -2.14069, 5.77743], [1.84709, 3.24112, -0.63315], [-1.18949, 1.73379, -3.63505], [-3.61587, 5.11450, 2.23630], [-3.81158, 1.74299, -0.14151], [3.20599, 4.77244, 0.76862], [6.40440, -0.88707, 1.39522], [-3.76728, 2.73715, -3.91518], [-7.47699, -4.90575, -0.95314], [-2.52345, 5.23705, 4.37342], [-3.03875, -4.23315, 0.08104], [4.09071, -3.53039, -2.11425], [2.70062, -3.39906, 2.70858], [1.23615, -2.12770, -2.29820], [-3.09054, -1.97972, -1.59685], [0.11740, 4.68530, -1.88240], [0.36836, -2.03048, 2.27461], [-1.36105, 3.47024, 4.15437], [1.08765, 2.79725, -3.21835], [-4.76048, 3.05538, -4.18950], [4.68906, -3.93630, 4.08550], [-0.55294, 3.69051, -4.32283], [-2.09548, -0.26184, -2.62168], [2.79375, -2.59177, 4.95394], [2.04668, 1.39956, -3.58017], [-1.43025, 3.08706, -3.93183], [-1.90130, -3.45411, -0.10222], [5.69167, -4.39253, 4.09074], [0.16487, 0.18033, 3.50399], [5.10042, -0.60052, 1.79622], [-4.27073, -3.87721, -0.52759], [5.78469, -2.03285, -1.78703], [4.21093, -1.39549, -0.39635], [-7.38054, -3.17591, -2.69506], [3.04166, 5.14009, -0.21750], [-2.99441, -5.10724, 0.76484], [-0.04539, 1.10036, -3.71783], [4.58175, -3.04941, 6.07521], [-5.44755, -4.59357, -0.32738], [-2.22606, 4.42667, 3.74488], [-2.91796, 1.35894, -0.54013], [-6.46773, -3.29695, -2.07429], [-0.82780, 3.63787, 5.12833], [2.10555, -2.71460, 3.74878], [0.80609, -0.74690, 4.13877], [-2.71320, 3.57948, -3.95893], [-4.33127, 0.95979, 0.38516], [-5.36901, -1.63773, -3.02028], [-0.93523, -1.37335, -0.61768], [2.22922, -3.40756, 1.73621], [5.51864, -1.64748, -0.78163], [2.94941, 6.26141, -0.13009], [0.61627, 5.29882, -1.10303], [3.85699, 4.88430, -0.84216], [3.09248, -1.92508, -1.18151], [-1.21201, 1.25268, 1.26315], [1.12893, 1.89025, -3.83519], [7.21584, -0.84342, 2.15493], [-6.55884, -4.26820, -1.07595], [-2.83583, 4.64175, -4.20529], [-3.11493, -1.01476, -2.50486], [-0.34805, 1.25669, 4.05900], [0.26418, -1.83068, -2.59810], [-0.13654, 1.46180, 5.08176], [-5.58839, -5.39242, 0.40651], [-3.62941, 2.94081, 0.69163], [2.85767, -0.30608, 1.23227], [-4.46533, 2.15708, -0.95761], [-0.98733, -3.71046, 0.42307], [-0.04820, 5.25550, -0.24163], [-1.12054, 2.26340, 3.39006], [-2.36243, 0.92674, -3.26869], [-2.93112, 4.26322, 2.50280], [1.67539, 2.07985, -0.61490], [-4.41543, 0.71336, -3.28049], [1.02237, -1.82465, 3.36293], [2.06549, -3.10779, -2.75295], [1.29745, 2.19787, -4.86592], [4.83599, -0.18731, 2.77899], [0.58698, -0.08541, 0.61642], [-3.63411, 1.40702, -3.53015], [-2.74251, 3.09170, 1.76433], [1.85141, 4.53974, -0.79679], [4.27445, -4.72055, 2.13987], [1.89897, -1.37869, -1.32787], [4.05915, -3.21263, 5.13196]],
  "forces_ev_per_a": [[-1.5470, 1.0395, 2.8369], [-0.7656, 1.2199, 1.8307], [-0.2960, -0.1093, 0.3874], [-0.9502, 0.3820, 0.5040], [0.3646, 0.7564, 0.5979], [-1.6395, -0.0629, 0.0118], [0.6233, 0.0883, -0.0736], [0.9839, -0.3292, 1.6447], [-0.8316, 0.2965, -0.0671], [-0.4446, 1.2540, -0.4334], [0.6561, -0.2836, -0.5248], [1.2450, -0.0723, -0.6911], [-1.7181, -2.8567, -0.5509], [-3.5915, 0.8366, 0.1293], [0.4089, -1.4170, -0.1258], [-1.1350, 2.2058, 0.2861], [0.2177, -0.3197, 0.8566], [-0.8928, -0.2801, 0.4335], [-1.9727, -0.8789, 0.2054], [0.8597, 0.9435, -0.2119], [0.2249, 0.6476, 0.2962], [1.7238, 0.7969, 0.3716], [-0.8609, 0.3436, -0.1392], [1.4815, -1.3858, 0.0281], [1.2367, 0.1907, 0.5547], [2.1781, -0.8373, 1.0657], [0.0658, 0.6666, 0.2363], [1.2147, -0.3422, 0.8045], [0.8052, -1.2840, 0.6460], [-0.1820, -0.2570, -0.0398], [-0.2176, 0.4639, 0.2579], [-1.6727, 0.3255, -0.8281], [-1.2881, -0.4896, 0.8289], [-0.0895, -0.5174, 0.1959], [-0.0912, -1.1446, 1.0868], [-0.0532, -1.0676, 0.6098], [2.9305, -0.8697, -0.3418], [-0.7943, -1.7424, 1.4662], [-0.5853, 0.3288, 0.5295], [-2.5184, 3.0597, -1.9342], [0.5927, 0.0506, -1.4135], [0.1467, 0.3279, -0.5959], [-0.4144, 0.1495, 0.6246], [0.3714, -0.7924, -0.2244], [0.6725, 0.1833, 0.3355], [-0.8562, 2.0008, 0.0861], [-0.0357, 0.6066, -0.6227], [2.3462, -0.6012, 0.3733], [-0.1115, -0.1583, -0.1278], [-1.0860, -0.0131, -0.0474], [-0.9581, -0.0167, -1.7287], [1.2600, -0.3307, -0.3729], [-1.6952, 0.3821, -0.9809], [-0.5490, -0.5442, -0.8832], [1.4145, 0.4042, -0.2488], [1.9532, -1.7126, 1.7397], [0.2412, 1.6364, -1.1363], [-0.2163, -0.2606, 0.4210], [0.2023, -1.5548, 1.0838], [-1.6014, -1.7133, -0.4436], [-0.1837, -0.0490, 0.0405], [2.4156, 0.2162, 0.4987], [-0.0283, -1.1565, -0.3280], [0.2405, -1.9715, -0.4961], [1.1246, -0.0275, -0.4882], [0.1548, 1.1364, -1.4267], [-0.9985, 0.7372, -0.3822], [-0.1340, 0.9838, -0.3838], [-0.4252, 0.1516, -0.8147], [-0.4697, -1.3303, 0.1419], [-0.1487, -0.4453, 0.0577], [-0.4397, 1.6124, -0.7665], [1.6750, -2.2904, -1.0614], [-0.6864, -0.0774, -0.1589], [0.0722, -0.0367, 1.2326], [0.6212, 0.2255, -0.1166], [0.5307, -0.3727, -0.1850], [1.3160, -0.5673, -0.6446], [0.6125, -0.6426, 0.7056], [0.0025, -0.0144, 0.0411], [-0.0539, 0.7405, 0.0848], [-0.1357, 1.9898, 0.4345], [1.5748, 0.7208, -0.9978], [0.2225, 0.0698, 0.8630], [0.6045, 2.0425, 0.1383], [-0.5383, 0.1747, -0.2001], [-2.8687, 1.5343, -1.1089], [-0.8556, -0.5199, -1.2959], [-0.3765, 0.2006, -0.3769], [0.0975, -0.3663, -0.4916], [-0.1142, -0.3532, 0.8830], [1.3066, 0.2910, 0.2577], [0.0415, -0.0329, -0.5959], [0.5491, 1.0441, 0.1380], [0.6794, -0.5283, -1.2082], [-0.0404, -0.8686, -0.2259], [-0.1028, 0.4374, -0.3423]],
  "spin_multiplicity": 8,
  "largest_force_ev_per_a": 4.41,
  "total_energy_ha": -3299.28780,
  "charge": -2
}